[1]
Density functional theory data (ωB97M-V/def2-TZVPD) for C23H35ClFGaN2O4P as an isolated structure in a non-equilibrium geometry.

Computed properties:
- LUMO energy: 1.597 eV
- Total energy: -4133.981616 hartree
- Total charge: -1

CARTESIAN COORDINATES (ANGSTROEM)
C: 5.289 -1.692 0.853
C: 4.629 -1.416 -0.515
C: 4.019 -2.670 -1.140
C: 3.152 -2.418 -2.383
C: 2.066 -1.349 -2.217
Ga: 0.581 -1.832 -0.921
C: -0.178 -3.678 -1.298
C: -0.308 -4.684 -0.154
C: -1.162 -4.268 1.034
Cl: -2.725 -3.515 0.549
C: -0.903 -0.429 -1.223
C: -1.742 -0.053 -0.017
O: -1.919 1.404 0.144
C: -0.835 1.991 0.651
O: -0.249 2.899 0.129
P: 1.412 -1.627 1.317
N: 2.230 -2.905 1.890
H: 6.381 -1.730 0.765
H: 4.934 -2.635 1.274
H: 5.057 -0.900 1.569
H: 5.405 -1.037 -1.194
H: 3.883 -0.624 -0.408
H: 3.461 -3.240 -0.388
H: 4.856 -3.311 -1.457
H: 2.702 -3.364 -2.710
H: 3.840 -2.124 -3.197
H: 1.546 -1.233 -3.180
H: 2.503 -0.373 -1.985
H: -1.161 -3.546 -1.767
H: 0.459 -4.144 -2.061
H: 0.681 -4.949 0.241
H: -0.754 -5.619 -0.532
H: -1.455 -5.154 1.602
H: -0.656 -3.587 1.718
H: -1.542 -0.822 -2.020
H: -0.399 0.461 -1.617
H: -1.347 -0.436 0.932
H: -2.764 -0.425 -0.111
H: -0.540 1.593 1.639
H: 2.216 -0.454 1.442
H: 0.335 -1.323 2.178
H: 1.788 -3.266 2.730
C: -0.997 7.210 -1.984
C: -1.323 7.516 -3.299
C: -1.328 6.522 -4.263
C: -1.006 5.230 -3.884
C: -0.674 4.903 -2.583
C: -0.670 5.908 -1.629
N: -1.029 4.171 -4.912
O: -1.308 4.503 -6.050
O: -0.771 3.042 -4.565
H: -0.997 7.989 -1.232
H: -1.577 8.531 -3.576
H: -1.579 6.740 -5.290
H: -0.424 3.889 -2.302
H: -0.413 5.660 -0.608
F: -1.638 -1.878 3.220
C: -2.432 -1.079 3.951
C: -3.730 -0.875 3.525
C: -4.546 -0.045 4.279
C: -4.062 0.565 5.429
C: -2.751 0.343 5.829
C: -1.921 -0.488 5.089
H: -4.074 -1.358 2.620
H: -5.567 0.127 3.963
H: -4.703 1.214 6.009
H: -2.368 0.821 6.722
H: -0.897 -0.679 5.379

Results of the natural (NBO) charge analysis, in e, for atoms 1 through 5:
1 C -0.614
2 C -0.403
3 C -0.407
4 C -0.389
5 C -0.911



[2]
Density functional theory data (ωB97M-V/def2-TZVPD) for C4H6O as an isolated structure in a non-equilibrium geometry.

Computed properties:
- LUMO energy: 1.157 eV
- Energy above the lowest of the compared OMol25 structures with the same formula, charge and spin: 77.1 kcal per mole
- Total energy: -231.100813 hartree

CARTESIAN COORDINATES (ANGSTROEM)
C: 0.472 -0.174 -1.121
C: 0.195 -0.721 0.425
C: -0.094 0.530 1.238
O: -1.022 1.003 0.231
C: -0.842 -0.173 -0.538
H: 0.708 -1.030 -1.761
H: 1.053 0.725 -1.251
H: 1.155 -1.134 0.169
H: 0.762 1.187 1.426
H: -0.665 0.403 2.171
H: -1.721 -0.616 -0.988

Results of the natural (NBO) charge analysis, in e, for atoms 1 through 5:
1 C -0.395
2 C -0.384
3 C -0.077
4 O -0.514
5 C 0.097



[3]
Density functional theory data (ωB97M-V/def2-TZVPD) for C37H58OP3ScSi as an isolated structure in a non-equilibrium geometry.

Computed properties:
- LUMO energy: -5.830 eV
- Total energy: -3593.663190 hartree
- Total charge: +2

CARTESIAN COORDINATES (ANGSTROEM)
Sc: 5.930 -1.963 16.307
C: 2.743 -4.086 17.763
C: 3.074 -3.086 18.861
C: 2.244 -1.782 18.949
P: 4.850 -2.651 18.745
C: 6.014 -4.090 19.318
C: 5.395 -4.834 20.505
C: 6.396 -5.140 18.237
C: 5.137 -1.538 20.127
C: 4.583 -1.702 21.375
C: 5.038 -0.844 22.412
C: 5.880 0.261 22.187
C: 6.402 0.449 20.897
C: 5.945 -0.382 19.895
Si: 6.191 0.097 18.095
C: 4.726 1.315 17.863
C: 3.957 1.856 18.888
C: 2.759 2.474 18.593
C: 2.323 2.640 17.258
C: 3.125 2.199 16.230
C: 4.222 1.382 16.565
P: 5.153 0.408 15.371
C: 6.390 1.674 14.741
C: 6.953 1.312 13.338
C: 5.940 3.140 14.859
C: 3.930 0.154 13.946
C: 3.622 1.300 12.973
C: 2.674 -0.627 14.390
C: 7.881 0.991 18.000
C: 8.030 2.371 18.326
C: 9.220 3.059 17.994
C: 10.305 2.350 17.407
C: 10.221 0.951 17.243
C: 8.973 0.293 17.421
P: 8.663 -1.518 17.119
C: 9.564 -2.023 15.592
C: 9.695 -3.560 15.488
C: 8.961 -1.351 14.366
C: 9.695 -2.386 18.431
C: 9.182 -2.155 19.848
C: 11.195 -2.138 18.371
H: 2.043 -4.826 18.156
H: 3.605 -4.724 17.392
H: 2.315 -3.601 16.921
H: 2.977 -3.616 19.817
H: 2.547 -0.885 18.345
H: 2.113 -1.445 19.986
H: 1.181 -2.079 18.681
H: 6.960 -3.594 19.590
H: 5.038 -4.144 21.288
H: 6.187 -5.476 20.926
H: 4.562 -5.434 20.107
H: 5.492 -5.320 17.631
H: 6.828 -6.033 18.734
H: 7.199 -4.596 17.659
H: 3.876 -2.490 21.649
H: 4.694 -1.067 23.429
H: 6.129 0.942 22.952
H: 7.122 1.266 20.709
H: 4.395 1.959 19.929
H: 2.087 2.861 19.376
H: 1.415 3.216 17.012
H: 2.919 2.375 15.140
H: 7.199 1.549 15.429
H: 6.150 1.408 12.613
H: 7.369 0.321 13.234
H: 7.759 2.083 13.091
H: 4.948 3.235 14.470
H: 6.596 3.840 14.313
H: 6.073 3.413 15.977
H: 4.516 -0.569 13.356
H: 3.604 0.840 11.947
H: 4.304 2.101 12.981
H: 2.596 1.637 13.100
H: 1.820 -0.051 14.143
H: 2.761 -0.879 15.477
H: 2.626 -1.617 13.816
H: 7.167 2.945 18.676
H: 9.206 4.132 18.104
H: 11.206 2.874 17.060
H: 11.063 0.353 16.855
H: 10.609 -1.655 15.785
H: 8.716 -4.044 15.517
H: 10.373 -3.915 16.298
H: 10.109 -3.859 14.503
H: 7.967 -1.807 14.180
H: 9.493 -1.705 13.480
H: 8.867 -0.252 14.452
H: 9.521 -3.489 18.218
H: 9.736 -1.355 20.364
H: 9.290 -3.115 20.387
H: 8.085 -1.904 19.823
H: 11.368 -1.062 18.524
H: 11.568 -2.570 17.426
H: 11.722 -2.714 19.131
C: 5.871 -4.128 13.918
O: 5.232 -3.528 15.155
H: 6.409 -3.281 13.466
H: 5.115 -4.518 13.252
H: 6.578 -4.916 14.209
H: 4.587 -4.184 15.522

Results of the Mulliken charge analysis, in e, for atoms 1 through 5:
1 Sc -1.206
2 C -1.479
3 C 0.718
4 C -1.363
5 P 0.586



[4]
Density functional theory data (ωB97M-V/def2-TZVPD) for C24H28N2O6 in the gas phase.

Computed properties:
- LUMO energy: -0.163 eV
- Energy above the lowest of the compared OMol25 structures with the same formula, charge and spin: 88.9 kcal per mole
- SMILES: CCN(CC)CCCN1C(=O)C(=O)/C(=C(/O)c2ccc3c(c2)OCCO3)[C@@H]1c1ccco1
- Total energy: -1492.256550 hartree

CARTESIAN COORDINATES (ANGSTROEM)
C: 0.530 -5.012 -2.615
H: 0.467 -4.493 -3.568
H: 0.588 -6.082 -2.803
H: 1.441 -4.708 -2.107
C: -0.709 -4.712 -1.778
N: -1.012 -3.291 -1.724
C: -2.316 -3.005 -1.141
C: -2.987 -1.813 -1.853
H: -2.265 -1.368 -2.540
C: -3.499 -0.750 -0.876
N: -2.422 -0.054 -0.215
C: -1.999 -0.334 1.040
O: -2.488 -1.159 1.779
C: -0.780 0.549 1.310
O: -0.169 0.583 2.353
C: -0.566 1.311 0.089
C: 0.420 2.211 -0.160
C: 1.595 2.384 0.701
C: 2.304 1.284 1.167
C: 3.419 1.458 1.969
C: 3.812 2.751 2.342
C: 3.125 3.848 1.835
C: 2.038 3.670 1.008
H: 1.506 4.524 0.620
H: 3.462 4.834 2.115
O: 4.857 2.972 3.193
C: 5.269 1.813 3.886
C: 5.378 0.638 2.916
H: 5.709 -0.268 3.425
O: 4.116 0.347 2.360
H: 6.089 0.894 2.118
H: 6.233 2.049 4.339
H: 4.539 1.568 4.669
H: 2.015 0.281 0.904
O: 0.422 3.025 -1.227
H: -0.401 2.964 -1.738
C: -1.726 1.036 -0.853
C: -2.625 2.233 -0.996
C: -3.665 2.682 -0.242
C: -4.103 3.886 -0.852
C: -3.296 4.082 -1.925
O: -2.392 3.085 -2.026
H: -3.253 4.853 -2.668
H: -4.909 4.511 -0.528
H: -4.068 2.216 0.633
H: -1.375 0.743 -1.855
H: -4.097 -1.225 -0.094
H: -4.118 -0.016 -1.403
H: -3.830 -2.159 -2.451
H: -2.946 -3.889 -1.257
H: -2.249 -2.800 -0.066
C: 0.049 -2.461 -1.176
C: 0.520 -2.791 0.245
H: 1.274 -2.071 0.554
H: 0.959 -3.784 0.292
H: -0.302 -2.740 0.956
H: 0.901 -2.520 -1.859
H: -0.309 -1.430 -1.193
H: -0.592 -5.156 -0.775
H: -1.567 -5.196 -2.253

Results of the natural (NBO) charge analysis, in e, for atoms 1 through 5:
1 C -0.618
2 H 0.211
3 H 0.213
4 H 0.201
5 C -0.206



Result set for HOMO level: -4.1664; -8.8019; -12.7039; -8.1832 eV, one per record in the order listed.